43
Properties=species:S:1:pos:R:3:forces:R:3 method="wB97M-V/def2-TZVPD" homo_energy_ev=-7.46 orbital_gap_ev=7.273 total_charge=0 multiplicity=1 lumo_ev=-0.2 total_energy_ev=-37814.8177
C -5.823 -0.637 -2.950 -3.98 1.92 3.14
C -4.799 0.144 -2.380 5.62 -1.41 2.01
C -3.579 -0.526 -2.226 4.19 2.10 2.10
C -2.454 0.298 -1.566 1.64 -3.81 -2.30
N -1.043 0.075 -1.414 0.63 1.07 3.03
C -0.561 1.070 -0.569 -4.51 0.46 -2.87
N -1.475 2.146 -0.312 -2.82 -11.68 -6.89
C -2.652 1.508 -1.140 -0.31 6.16 3.85
C -3.882 2.080 -1.260 -2.76 2.40 -0.19
C -4.953 1.455 -1.871 2.68 -2.92 0.81
C -6.310 1.809 -1.955 -0.57 8.81 -3.77
H -6.450 1.918 -3.123 -0.68 -0.51 2.12
H -6.265 3.151 -1.755 -0.86 -3.94 0.01
H -7.114 1.327 -1.500 -0.95 -0.78 0.93
H -4.102 3.116 -0.949 0.33 -0.53 0.22
H -1.355 2.944 0.094 0.60 5.80 2.77
C 0.747 1.244 -0.157 3.64 -4.38 1.58
C 1.639 0.066 -0.323 -11.16 -2.08 -5.60
N 2.775 -0.107 -0.112 10.58 1.99 5.66
C 3.333 1.023 0.739 2.65 -4.67 -4.03
C 2.665 2.139 0.839 0.73 4.16 5.68
C 1.298 2.107 0.715 -3.07 2.07 -3.09
H 0.611 2.949 0.806 0.77 0.50 1.16
H 3.020 2.988 1.618 -0.23 -1.89 -2.21
S 5.077 0.788 0.897 -1.66 10.60 1.16
C 5.358 -0.739 0.745 1.17 -3.82 -5.24
C 4.998 -1.440 1.856 -3.39 -11.22 5.91
N 3.906 -1.301 2.642 2.17 5.18 -3.00
C 3.549 -1.864 3.751 -1.95 -1.54 -0.64
C 3.939 -3.121 3.936 5.01 -3.86 -2.26
C 4.981 -3.790 3.067 -4.08 13.25 -3.53
C 5.582 -2.898 1.974 -9.88 4.14 9.04
H 6.255 -3.252 1.454 6.81 -3.21 -5.30
H 5.482 -4.551 3.238 3.78 -7.69 1.80
H 3.616 -3.716 4.701 -1.08 -1.27 2.07
H 2.597 -1.645 4.265 0.66 1.06 -0.15
H 4.963 -1.044 -0.314 1.00 -0.55 1.98
H 6.423 -0.747 0.905 0.98 -0.22 -1.25
H 1.254 -0.915 -0.892 -0.35 2.48 0.92
H -3.176 -1.580 -2.364 -1.48 1.32 -0.44
H -5.489 -1.518 -3.202 1.84 -4.74 -1.28
H -6.586 -0.836 -2.067 0.43 0.69 -2.50
H -6.001 -0.118 -3.840 -2.14 0.59 -1.41

50
Properties=species:S:1:pos:R:3:forces:R:3 method="wB97M-V/def2-TZVPD" homo_energy_ev="-9.27 / -9.27" orbital_gap_ev="2.165 / 3.102" total_charge=+1 multiplicity=1 lumo_ev="-7.1 / -6.2" total_energy_ev=-53680.8709
Tl -0.773 -0.931 -0.338 -0.08 0.03 0.08
O -7.102 2.669 -1.158 0.06 -0.15 0.03
C -6.016 3.247 -1.020 -0.21 0.20 -0.07
O -5.691 4.442 -1.087 0.15 -0.03 0.04
C -4.830 2.295 -0.714 -0.09 0.04 -0.01
C -5.026 0.930 -0.604 0.08 -0.11 0.03
C -3.946 0.103 -0.345 0.00 0.07 -0.02
N -2.702 0.591 -0.212 0.04 -0.03 -0.04
C -2.510 1.919 -0.285 -0.02 -0.03 0.01
C -3.554 2.794 -0.529 0.15 -0.04 0.03
C -1.132 2.426 -0.026 -0.06 -0.03 0.00
C -0.779 3.745 -0.315 0.05 0.04 0.00
C 0.485 4.195 0.012 -0.03 -0.01 -0.01
C 1.378 3.320 0.617 0.02 -0.02 0.01
C 0.959 2.023 0.837 -0.01 -0.01 -0.01
N -0.257 1.579 0.524 0.02 0.01 -0.01
C -4.120 -1.369 -0.174 -0.01 0.02 -0.01
C -5.376 -1.971 -0.209 -0.02 0.00 0.00
C -5.477 -3.336 -0.019 0.02 0.00 0.00
C -4.327 -4.081 0.199 0.00 -0.01 0.00
C -3.120 -3.413 0.212 -0.01 0.00 -0.01
N -3.018 -2.095 0.036 0.05 -0.02 0.00
H -6.038 0.572 -0.730 -0.03 0.06 -0.01
H -3.436 3.868 -0.570 -0.07 0.01 -0.01
H -1.485 4.410 -0.789 -0.01 -0.01 0.00
H 0.768 5.217 -0.197 0.00 0.00 0.00
H 2.367 3.638 0.917 0.00 0.01 0.00
H 1.622 1.302 1.310 0.00 0.00 0.01
H -6.265 -1.384 -0.377 0.01 0.01 0.00
H -6.447 -3.814 -0.041 0.00 0.00 0.00
H -4.363 -5.150 0.354 0.00 0.00 0.00
H -2.190 -3.948 0.370 0.00 -0.01 0.00
O 3.639 -3.655 0.579 -0.06 0.18 0.01
N 2.586 -4.203 0.676 0.00 0.06 0.00
O 1.508 -3.780 0.865 0.00 -0.05 0.01
C 5.914 -1.980 1.794 -0.01 -0.03 0.01
N 5.622 -1.159 0.633 -0.04 0.00 -0.01
C 6.686 -0.688 -0.271 0.03 0.02 -0.03
C 5.945 0.312 -1.171 0.02 0.02 0.02
N 4.549 -0.073 -0.935 -0.04 -0.01 0.02
C 4.439 -0.836 0.148 0.14 0.02 0.01
S 2.898 -1.274 0.802 0.04 -0.21 -0.08
H 6.707 -1.505 2.368 0.00 0.00 0.00
H 6.237 -2.975 1.486 0.01 0.01 0.00
H 5.024 -2.064 2.411 0.00 0.02 0.01
H 7.091 -1.536 -0.827 -0.01 -0.01 0.00
H 7.487 -0.228 0.301 -0.01 0.00 0.01
H 6.206 0.206 -2.221 -0.01 -0.01 0.00
H 6.109 1.345 -0.864 -0.01 0.00 0.00
H 3.751 0.299 -1.423 -0.01 0.00 -0.01

56
Properties=species:S:1:pos:R:3:forces:R:3 method="wB97M-V/def2-TZVPD" homo_energy_ev="-4.47 / -4.70" orbital_gap_ev="6.895 / 7.121" total_charge=-1 multiplicity=4 lumo_ev="2.4 / 2.4" total_energy_ev=-107646.9835
Co -0.422 -1.134 -1.020 0.10 0.00 0.19
C -1.856 2.938 2.169 -0.56 -0.47 -0.40
N -0.532 3.047 1.607 -0.84 0.35 -0.25
C 0.523 3.622 2.266 1.32 -0.19 -1.72
C 1.585 3.543 1.401 -0.83 0.35 0.54
N 1.175 2.927 0.242 -1.10 -0.09 0.66
B 2.283 2.652 -0.822 0.72 -0.58 -0.65
N 1.777 2.149 -2.210 -0.63 0.98 0.30
C 1.388 3.050 -3.190 -0.08 0.66 0.80
C 0.908 2.351 -4.234 0.52 -0.34 0.04
N 1.098 1.009 -3.917 -1.32 -0.05 -0.92
C 0.817 -0.112 -4.823 0.75 -0.57 0.85
C 1.495 0.918 -2.633 1.20 -0.72 0.10
S 1.810 -0.558 -1.781 -0.22 0.11 -0.14
C -0.175 2.601 0.370 1.72 -0.33 -0.62
S -1.100 1.690 -0.759 0.04 1.01 0.60
H -2.645 3.008 1.395 0.64 -0.08 0.30
H -2.030 3.686 2.931 0.19 0.41 0.04
H -1.919 1.974 2.653 -0.36 -0.32 0.06
H 0.447 4.137 3.181 -0.24 0.25 0.83
H 2.569 3.978 1.517 -0.10 -0.28 -0.12
H 3.075 1.827 -0.408 -0.20 0.12 0.17
H 2.871 3.693 -1.062 -0.18 0.06 0.18
H 1.440 4.125 -2.947 -0.10 -0.87 -0.48
H 0.429 2.648 -5.141 0.04 0.09 -0.30
H 0.740 -0.993 -4.180 0.47 0.00 -0.20
H 1.605 -0.239 -5.597 -0.39 0.16 0.65
H -0.147 -0.091 -5.283 -0.69 0.76 -0.32
C -0.564 0.366 5.228 -1.09 -1.01 -0.45
C -0.604 0.036 3.758 0.21 0.14 -0.07
C 0.526 0.322 3.021 -0.61 -0.25 -1.19
C 0.555 -0.045 1.669 1.19 0.25 0.68
N -0.421 -0.713 1.080 -0.59 0.36 -0.42
C -1.544 -0.925 1.761 -0.73 -1.10 0.63
C -1.664 -0.601 3.103 0.16 0.02 0.52
H -1.598 0.419 5.583 0.28 -0.12 0.37
H -0.064 1.287 5.466 0.32 0.40 -0.10
H -0.026 -0.475 5.676 -0.20 0.22 0.46
H 1.321 0.862 3.488 0.55 0.16 -0.06
H 1.436 0.194 1.060 -0.38 -0.19 0.09
H -2.386 -1.476 1.289 0.92 0.59 -0.03
H -2.551 -0.911 3.657 0.09 0.24 -0.20
O -2.666 -1.331 -1.017 -0.49 0.28 -0.02
N -2.772 -0.716 -2.108 -0.75 -0.89 0.96
O -1.663 -0.471 -2.582 1.21 0.55 -1.05
F -1.448 -3.330 -2.871 -0.20 0.35 -0.59
C -0.810 -3.952 -1.882 1.04 -0.34 1.30
C -0.244 -3.231 -0.822 -0.64 -0.36 -0.95
C 0.304 -4.018 0.185 -0.69 0.44 -1.51
F 0.850 -3.475 1.253 0.66 0.94 1.35
C 0.329 -5.374 0.141 0.09 -1.60 -0.45
F 0.862 -6.100 1.158 -0.13 0.09 -0.26
C -0.166 -6.045 -0.986 0.67 -0.82 1.67
F -0.147 -7.395 -1.012 0.04 0.15 -0.03
C -0.725 -5.343 -1.989 -1.39 0.67 -1.49
F -1.329 -6.005 -3.032 0.56 0.41 0.65

62
Properties=species:S:1:pos:R:3:forces:R:3 method="wB97M-V/def2-TZVPD" homo_energy_ev=-11.07 orbital_gap_ev=5.610 total_charge=+1 multiplicity=1 lumo_ev=-5.5 total_energy_ev=-97415.8384
Ir 0.075 -0.157 0.084 0.35 0.24 0.14
C 4.277 -0.625 0.495 0.01 -0.02 -0.03
C 3.076 -0.968 -0.099 -0.03 0.09 -0.03
N 2.087 -0.265 0.477 0.10 -0.14 -0.05
N 2.633 0.539 1.413 -0.01 -0.06 0.04
C 3.950 0.333 1.439 0.00 0.07 0.03
B 1.797 1.686 2.040 -0.02 0.05 -0.04
N 0.619 1.051 2.764 0.07 -0.06 -0.02
C 0.195 1.184 4.024 -0.04 0.02 0.00
C -0.922 0.390 4.200 0.01 0.01 0.01
C -1.132 -0.216 2.969 -0.03 0.03 -0.03
N -0.191 0.188 2.111 0.02 -0.02 0.01
N 1.273 2.453 0.809 -0.01 -0.06 0.02
C 1.374 3.720 0.417 0.02 0.00 -0.02
C 0.812 3.850 -0.847 0.02 0.02 -0.02
C 0.372 2.586 -1.182 0.04 -0.03 0.03
N 0.665 1.750 -0.171 -0.18 0.13 0.06
H 5.252 -1.011 0.257 0.01 0.00 0.00
H 2.887 -1.661 -0.901 0.00 -0.02 0.00
H 4.567 0.897 2.117 0.00 0.00 0.01
H 2.461 2.370 2.751 0.00 0.00 0.01
H 0.710 1.842 4.702 0.01 0.00 0.01
H -1.516 0.279 5.088 0.00 0.00 0.00
H -1.904 -0.893 2.658 0.00 -0.01 0.00
H 1.845 4.449 1.055 0.00 0.01 0.01
H 0.719 4.745 -1.434 0.00 0.01 0.00
H -0.146 2.229 -2.053 -0.01 0.00 0.00
O 0.717 -4.037 -3.774 0.02 -0.01 0.04
C 0.501 -2.897 -4.449 -0.01 0.04 -0.01
C 0.436 -2.996 -5.839 0.00 0.03 0.01
C 0.211 -1.875 -6.607 0.00 -0.02 0.01
C 0.041 -0.621 -6.015 0.00 0.02 0.02
C 0.103 -0.512 -4.647 -0.01 0.00 -0.03
C 0.337 -1.637 -3.840 0.03 -0.09 -0.01
C 0.391 -1.465 -2.396 0.01 0.04 -0.10
O 0.189 -0.270 -1.910 0.03 0.02 -0.01
N 0.630 -2.474 -1.604 -0.02 -0.10 -0.05
N 0.654 -2.121 -0.277 -0.16 -0.08 -0.04
C 0.909 -3.047 0.586 0.12 -0.10 0.07
S 1.355 -4.627 0.019 -0.01 0.06 0.00
C 1.370 -5.370 1.674 0.03 -0.01 0.01
C 1.814 -4.311 2.659 -0.01 -0.01 0.03
S 0.886 -2.792 2.297 -0.01 0.00 -0.05
H 0.711 -3.856 -2.818 -0.01 -0.01 -0.01
H 0.562 -3.972 -6.287 0.00 -0.01 0.01
H 0.162 -1.973 -7.683 0.00 0.00 0.00
H -0.141 0.252 -6.624 0.00 0.00 0.00
H -0.034 0.447 -4.170 0.00 0.00 0.01
H 2.069 -6.204 1.644 -0.01 -0.01 0.01
H 0.373 -5.744 1.903 -0.01 0.02 -0.01
H 2.881 -4.105 2.581 0.00 0.01 -0.01
H 1.573 -4.589 3.684 0.02 -0.01 0.00
S -3.392 -2.004 -1.417 -0.10 0.02 0.01
C -2.297 -1.668 -0.370 0.20 -0.15 -0.23
N -1.450 -1.467 0.476 -0.31 0.07 0.30
F -1.659 0.849 -0.386 -0.14 0.07 -0.06
Sb -3.073 2.194 0.435 0.00 -0.08 -0.05
F -3.456 0.768 1.591 0.00 0.01 0.01
F -4.207 1.453 -0.844 0.01 0.00 0.02
F -4.277 3.382 1.192 0.01 0.00 -0.01
F -2.401 3.364 -0.863 0.01 0.02 0.00
F -1.629 2.671 1.547 0.03 -0.01 0.01